C81H99IN5PSiTl | the ωB97M-V functional and the def2-TZVPD basis

Structure (XYZ):
```
189
Properties=species:S:1:pos:R:3:forces:R:3:lowdin_charge:R:1
Tl -0.777 0.517 0.310 -0.2 0.1 0.3 0.888
I -0.055 -2.905 1.531 -0.2 -0.3 0.7 1.075
C 0.931 -4.770 1.759 -0.3 0.5 0.4 -0.545
C 0.875 -5.271 3.034 -0.1 0.4 -0.2 -0.160
C 1.279 -6.580 3.310 0.1 -0.4 -0.1 -0.066
C 1.656 -7.389 2.279 -0.1 0.1 0.2 -0.024
C 1.729 -6.892 0.961 0.0 0.2 0.0 -0.164
C 2.100 -7.764 -0.081 0.1 0.0 -0.3 -0.023
C 2.233 -7.299 -1.357 0.1 -0.3 0.2 -0.050
C 2.091 -5.932 -1.615 -0.1 0.3 0.3 -0.091
C 1.728 -5.036 -0.636 -0.1 0.1 -0.5 -0.310
P 1.920 -3.220 -0.949 0.8 -0.2 0.1 1.051
C 3.652 -3.111 -0.337 -0.2 0.1 0.0 -0.356
C 4.421 -4.154 0.172 -0.1 0.1 0.0 -0.069
C 5.684 -3.899 0.679 0.2 0.1 0.1 -0.072
C 6.198 -2.612 0.666 0.0 -0.1 0.0 -0.081
C 5.443 -1.571 0.145 0.1 0.1 0.0 -0.097
C 4.171 -1.816 -0.333 0.0 -0.2 0.0 -0.118
C 2.199 -3.093 -2.746 0.3 0.1 0.0 -0.277
C 3.375 -3.470 -3.353 -0.2 0.0 0.5 -0.098
C 3.705 -3.389 -4.705 0.3 0.0 -0.1 -0.048
C 2.877 -3.139 -5.822 -0.2 0.2 -0.4 -0.097
C 1.525 -3.049 -5.880 0.0 0.0 -0.1 -0.054
C 0.609 -3.141 -4.703 -0.1 0.2 0.2 -0.201
C 1.447 -5.518 0.677 0.0 -0.4 -0.1 -0.222
H 0.485 -4.659 3.835 0.0 0.0 0.0 0.085
H 1.238 -6.949 4.323 0.0 -0.1 0.1 0.110
H 1.900 -8.428 2.445 0.0 -0.1 0.1 0.116
H 2.288 -8.801 0.156 0.0 -0.1 0.0 0.117
H 2.510 -7.968 -2.158 0.0 -0.1 -0.1 0.110
H 2.299 -5.574 -2.609 0.1 0.0 -0.1 0.083
H 4.048 -5.169 0.179 0.0 0.0 0.0 0.101
H 6.272 -4.712 1.081 0.0 0.0 0.0 0.106
H 7.185 -2.426 1.063 0.1 0.0 0.0 0.104
H 5.851 -0.570 0.121 0.0 0.1 0.0 0.098
H 3.552 -1.008 -0.708 0.0 0.1 0.0 0.094
H 4.153 -3.863 -2.709 0.0 0.0 0.0 0.110
H 4.740 -3.594 -4.943 0.1 0.0 0.0 0.105
H 3.405 -3.076 -6.766 0.0 0.0 -0.1 0.108
H 1.061 -2.895 -6.843 0.0 0.0 -0.2 0.115
H -0.365 -2.709 -4.983 0.1 0.0 0.0 0.164
C 1.358 2.228 0.708 0.5 0.5 0.0 -0.161
Si 2.727 2.352 1.961 0.9 -0.3 0.8 0.676
C 3.417 0.629 2.442 -0.1 0.3 -0.2 -0.208
N 2.430 -0.376 2.793 -0.2 0.0 -0.3 -0.199
C 3.024 -1.556 3.380 0.2 -0.2 0.2 -0.208
C 3.517 -1.330 4.822 0.0 0.1 -0.2 -0.162
C 2.527 -0.447 5.598 -0.1 -0.1 0.0 -0.176
C 1.149 -0.498 4.946 0.1 0.3 0.0 -0.165
C 1.241 0.043 3.514 -0.4 -0.2 -0.1 -0.243
C 4.029 3.371 1.011 -0.6 -0.4 0.3 -0.239
C 4.774 2.815 -0.022 0.1 -0.2 0.0 -0.102
C 5.659 3.582 -0.757 0.1 0.0 -0.2 -0.085
C 5.802 4.932 -0.481 0.0 0.0 0.0 -0.080
C 5.050 5.506 0.530 0.0 0.2 0.0 -0.076
C 4.166 4.732 1.260 0.0 0.1 0.2 -0.094
C 2.448 3.243 3.614 -0.3 0.0 -0.6 -0.263
C 3.556 3.570 4.393 0.1 -0.1 -0.2 -0.105
C 3.414 4.178 5.628 0.1 0.0 0.1 -0.075
C 2.150 4.467 6.114 0.0 0.0 0.0 -0.078
C 1.036 4.135 5.362 -0.1 0.0 0.1 -0.077
C 1.189 3.530 4.127 0.0 0.1 -0.1 -0.112
H 1.725 1.759 -0.200 -0.1 -0.2 0.0 -0.040
H 0.860 3.161 0.468 -0.4 0.0 0.0 0.008
H 4.149 0.768 3.253 0.1 0.3 0.0 0.090
H 3.982 0.216 1.604 0.2 0.1 -0.1 0.057
H 3.847 -1.889 2.742 -0.1 -0.1 0.0 0.114
H 2.266 -2.344 3.384 0.1 -0.1 -0.1 0.070
H 4.502 -0.862 4.809 0.1 -0.1 0.1 0.099
H 3.630 -2.301 5.306 0.0 0.0 0.0 0.108
H 2.865 0.593 5.604 0.0 0.0 0.0 0.105
H 2.466 -0.776 6.637 0.0 0.1 0.0 0.108
H 0.445 0.121 5.505 -0.1 -0.1 0.0 0.114
H 0.772 -1.523 4.950 -0.1 0.0 0.0 0.104
H 1.208 1.127 3.556 -0.1 0.0 0.1 0.063
H 0.353 -0.289 2.950 -0.1 0.1 0.2 0.023
H 4.665 1.764 -0.252 0.0 -0.2 -0.1 0.086
H 6.237 3.129 -1.551 0.0 0.0 0.0 0.104
H 6.492 5.532 -1.056 0.0 0.0 0.0 0.105
H 5.151 6.559 0.749 0.0 0.1 0.0 0.106
H 3.579 5.192 2.041 0.0 0.1 0.1 0.100
H 4.548 3.349 4.023 0.2 0.0 0.0 0.108
H 4.288 4.426 6.213 0.1 0.0 0.0 0.107
H 2.037 4.950 7.073 0.0 0.0 0.1 0.105
H 0.048 4.346 5.746 -0.1 0.0 0.0 0.104
H 0.313 3.266 3.550 -0.2 0.0 -0.1 0.082
C -7.801 0.412 2.568 0.0 0.0 0.1 -0.047
C -6.381 0.051 2.237 0.0 -0.2 0.0 -0.298
C -5.995 -1.287 2.210 0.0 0.0 0.1 -0.065
C -4.667 -1.618 1.948 -0.1 0.0 0.0 -0.308
C -4.221 -3.050 1.952 0.0 0.0 0.0 -0.038
C -3.764 -0.617 1.659 -0.1 0.0 0.1 -0.052
C -4.114 0.759 1.620 -0.1 -0.1 -0.1 -0.345
C -5.465 1.045 1.959 -0.1 0.1 0.1 -0.037
N -3.199 1.628 1.169 0.9 -0.1 -0.2 -0.011
C -3.270 3.058 1.433 0.0 -0.2 -0.2 -0.461
C -4.335 3.817 0.606 0.1 0.1 0.2 -0.086
C -4.267 5.319 0.879 -0.2 0.2 -0.2 -0.288
C -2.904 5.847 0.443 0.0 0.0 0.0 -0.115
C -1.818 5.125 1.238 0.3 0.1 -0.1 -0.278
C -2.019 5.423 2.722 -0.1 0.0 0.0 -0.110
C -3.380 4.890 3.164 0.0 0.1 0.3 -0.281
C -4.478 5.592 2.367 0.0 -0.1 0.0 -0.113
C -3.452 3.382 2.928 0.0 0.1 -0.1 -0.070
C -1.906 3.620 1.009 -0.3 0.2 0.2 -0.139
H -8.494 -0.351 2.217 -0.1 0.0 0.0 0.075
H -8.079 1.372 2.136 -0.1 0.1 0.0 0.073
H -7.922 0.497 3.648 -0.1 0.0 0.1 0.088
H -6.715 -2.059 2.437 -0.1 -0.2 0.0 0.110
H -5.054 -3.711 2.175 0.0 -0.1 0.0 0.079
H -3.440 -3.206 2.693 0.1 -0.1 0.0 0.074
H -3.810 -3.330 0.983 0.0 -0.1 0.0 0.053
H -2.725 -0.886 1.507 0.1 -0.1 0.0 0.029
H -5.811 2.064 2.021 0.0 0.1 0.0 0.090
H -5.342 3.473 0.832 -0.1 -0.1 0.0 0.100
H -4.146 3.640 -0.455 0.0 0.0 -0.1 0.102
H -5.058 5.819 0.305 0.1 0.0 0.0 0.141
H -2.844 6.920 0.630 0.0 0.1 -0.1 0.123
H -2.766 5.684 -0.629 0.0 0.0 -0.1 0.118
H -0.831 5.482 0.922 0.0 0.0 0.0 0.142
H -1.971 6.499 2.890 0.1 0.1 0.0 0.125
H -1.224 4.961 3.308 0.1 0.0 0.1 0.097
H -3.523 5.091 4.232 0.0 0.0 -0.1 0.143
H -4.444 6.667 2.554 0.0 0.1 0.0 0.122
H -5.462 5.234 2.679 -0.1 0.0 0.0 0.122
H -4.404 2.997 3.294 0.0 0.0 0.0 0.112
H -2.664 2.872 3.487 0.1 -0.1 0.0 0.130
H -1.139 3.116 1.599 0.1 -0.1 0.0 0.073
H -1.746 3.381 -0.048 0.1 0.0 -0.2 0.105
N -6.450 0.146 -1.646 -0.4 0.0 -0.1 0.069
C -5.692 -1.050 -1.183 0.7 -0.6 0.1 -0.087
C -4.291 -1.048 -1.815 -0.3 0.0 0.1 -0.178
N -3.578 0.186 -1.614 0.3 -0.1 -0.1 -0.044
C -4.343 1.303 -2.101 -0.2 0.1 0.3 -0.191
C -5.696 1.403 -1.385 0.7 0.7 -0.1 -0.104
H -7.357 0.181 -1.169 0.1 0.0 -0.2 0.187
H -6.608 0.069 -2.658 -0.2 0.0 0.3 0.183
H -6.241 -1.951 -1.461 -0.1 0.1 0.0 0.139
H -5.608 -1.002 -0.093 -0.2 0.1 -0.2 0.092
H -4.370 -1.221 -2.894 0.0 -0.1 -0.1 0.126
H -3.715 -1.868 -1.388 -0.1 -0.1 0.0 0.110
H -3.362 0.338 -0.629 -0.2 0.1 0.0 0.025
H -4.496 1.183 -3.180 0.0 0.1 -0.1 0.127
H -3.777 2.218 -1.937 -0.1 0.1 0.0 0.106
H -6.280 2.258 -1.727 -0.1 -0.1 0.0 0.139
H -5.527 1.472 -0.305 -0.2 -0.1 -0.2 0.093
C 0.853 -5.668 -5.106 0.0 -0.1 0.1 -0.028
C 0.349 -4.556 -4.245 -0.3 -0.2 0.0 -0.219
C -0.328 -4.827 -3.121 0.3 -0.2 -0.6 -0.046
C -0.919 -3.933 -2.154 -0.4 0.7 0.2 -0.266
C -1.880 -4.636 -1.237 -0.1 0.1 0.0 -0.056
C -0.737 -2.603 -1.988 -0.6 -0.6 0.2 -0.097
C 0.121 -1.681 -2.697 0.2 0.6 -0.3 -0.283
C 1.204 -2.293 -3.549 0.0 0.2 -0.3 -0.211
N -0.134 -0.438 -2.513 -0.3 -0.5 0.1 0.137
C 0.408 0.686 -3.256 0.2 0.0 -0.2 -0.432
C 1.900 0.939 -2.985 0.0 0.0 0.0 -0.067
C 2.358 2.203 -3.709 0.3 0.1 0.1 -0.277
C 1.563 3.406 -3.205 0.0 -0.1 -0.1 -0.105
C 0.078 3.186 -3.495 -0.1 0.2 0.1 -0.278
C -0.135 3.040 -4.999 0.0 -0.1 0.0 -0.115
C 0.650 1.827 -5.489 -0.1 0.0 -0.3 -0.282
C 2.139 2.037 -5.213 0.0 0.0 0.1 -0.107
C 0.170 0.561 -4.774 0.0 0.1 0.1 -0.063
C -0.396 1.916 -2.793 0.2 0.1 -0.3 -0.113
H 0.546 -6.638 -4.722 -0.1 0.0 0.0 0.086
H 1.942 -5.642 -5.152 0.1 0.0 -0.1 0.083
H 0.488 -5.563 -6.126 0.0 0.0 -0.1 0.093
H -0.494 -5.873 -2.891 0.0 -0.1 0.0 0.121
H -2.706 -5.066 -1.804 -0.1 -0.1 -0.1 0.093
H -2.284 -3.965 -0.485 0.0 0.0 0.1 0.024
H -1.369 -5.456 -0.734 0.0 -0.1 0.1 0.087
H -1.342 -2.103 -1.240 0.0 -0.1 0.1 0.052
H 1.776 -1.497 -4.031 -0.1 -0.1 0.1 0.113
H 2.507 0.093 -3.313 0.0 0.0 0.0 0.118
H 2.057 1.048 -1.910 0.0 -0.1 0.0 0.095
H 3.424 2.359 -3.508 -0.1 0.0 0.0 0.142
H 1.908 4.311 -3.708 0.0 0.1 0.1 0.126
H 1.720 3.530 -2.131 0.1 0.1 0.1 0.112
H -0.495 4.043 -3.122 0.0 -0.1 0.0 0.142
H 0.207 3.938 -5.516 0.0 0.1 0.0 0.123
H -1.198 2.910 -5.220 -0.1 0.0 0.0 0.120
H 0.496 1.701 -6.566 0.0 0.0 0.1 0.144
H 2.492 2.925 -5.739 0.0 0.0 -0.1 0.124
H 2.707 1.181 -5.582 0.1 0.0 0.0 0.123
H 0.692 -0.296 -5.196 0.0 -0.1 0.0 0.107
H -0.899 0.413 -4.945 -0.1 0.0 0.0 0.131
H -1.453 1.728 -2.997 -0.1 -0.1 0.1 0.114
H -0.275 2.043 -1.715 0.0 0.0 0.1 0.038
```
Forces are in eV/Å.

Net charge: +1
E_HOMO (alpha / beta): -0.315 / -0.315 Eh
F_max: 0.0242 hartree/bohr